No. 1
Entry from OMol25: a 13-piece molecular cluster, C42H113N3O13 overall in a non-equilibrium geometry (the ωB97M-V functional and the def2-TZVPD basis).

XYZ file:
```
171
Properties=species:S:1:pos:R:3:lowdin_charge:R:1
C 3.246 4.571 2.176 -0.02
C 3.097 3.460 1.077 -0.50
C 3.643 3.917 -0.255 -0.06
O 3.702 2.253 1.445 -0.05
H 4.252 4.818 2.238 0.06
H 2.781 4.087 3.067 0.08
H 2.736 5.482 1.885 0.06
H 1.997 3.304 0.924 0.12
H 3.675 3.199 -1.031 0.04
H 4.653 4.262 -0.209 0.07
H 3.127 4.843 -0.582 0.09
H 3.084 1.533 1.349 0.04
C -0.383 -5.887 -4.196 -0.04
C 1.106 -5.796 -3.966 -0.51
C 1.999 -6.292 -5.061 -0.07
O 1.509 -4.435 -3.763 -0.09
H -0.901 -5.374 -3.389 0.07
H -0.804 -6.879 -4.258 0.07
H -0.520 -5.446 -5.210 0.10
H 1.407 -6.335 -2.997 0.15
H 1.780 -5.624 -5.933 0.10
H 1.797 -7.351 -5.283 0.09
H 3.011 -6.222 -4.782 0.06
H 0.856 -3.929 -4.275 0.04
C -0.102 5.708 0.945 -0.06
C -1.403 5.273 0.325 -0.48
C -2.490 5.199 1.399 -0.05
O -1.847 6.187 -0.709 -0.04
H -0.164 6.727 1.237 0.07
H 0.833 5.575 0.282 0.09
H 0.136 4.905 1.727 0.10
H -1.296 4.323 -0.158 0.11
H -2.326 4.387 2.129 0.07
H -3.412 4.956 0.943 0.06
H -2.601 6.146 1.917 0.09
H -2.207 6.883 -0.185 0.06
C -0.673 -4.445 0.910 -0.04
C -2.004 -4.130 0.353 -0.50
C -3.116 -4.221 1.350 -0.05
O -2.000 -2.817 -0.198 -0.08
H -0.483 -3.998 1.933 0.11
H 0.158 -4.175 0.279 0.04
H -0.528 -5.522 1.122 0.10
H -2.291 -4.716 -0.548 0.14
H -2.748 -3.726 2.206 0.07
H -3.175 -5.237 1.644 0.08
H -4.024 -3.867 0.893 0.08
H -1.108 -2.475 -0.227 0.04
C -1.861 3.484 4.818 -0.06
C -1.798 1.987 4.720 -0.48
C -2.554 1.245 5.880 -0.05
O -2.226 1.408 3.476 -0.07
H -0.938 3.985 4.492 0.08
H -2.281 3.831 5.775 0.09
H -2.607 3.869 4.151 0.05
H -0.739 1.786 4.794 0.10
H -2.043 1.527 6.846 0.09
H -2.537 0.121 5.752 0.08
H -3.644 1.558 5.847 0.08
H -3.172 1.359 3.318 0.04
C 2.407 3.288 -4.356 -0.03
C 1.495 2.060 -4.237 -0.55
C 0.183 2.294 -3.607 -0.05
O 1.326 1.456 -5.463 -0.05
H 3.223 3.124 -5.065 0.09
H 2.838 3.583 -3.398 0.07
H 1.823 4.120 -4.698 0.07
H 2.020 1.385 -3.630 0.09
H -0.387 3.055 -4.250 0.12
H 0.345 2.637 -2.589 0.07
H -0.491 1.418 -3.434 0.08
H 1.017 2.130 -6.095 0.12
C -1.900 -1.160 -5.323 -0.05
C -0.615 -1.477 -4.620 -0.47
C -0.783 -2.025 -3.221 -0.03
O -0.016 -2.530 -5.371 -0.10
H -2.465 -0.334 -4.861 0.08
H -2.583 -2.030 -5.230 0.09
H -1.825 -0.976 -6.375 0.07
H 0.006 -0.567 -4.547 0.12
H 0.129 -2.017 -2.658 0.07
H -1.232 -2.959 -3.341 0.06
H -1.532 -1.498 -2.643 0.06
H 0.685 -2.148 -5.971 0.07
C 2.395 2.354 5.808 -0.06
C 2.981 3.722 5.967 -0.48
C 3.411 3.958 7.364 -0.07
O 4.224 3.740 5.180 -0.08
H 2.888 1.587 6.453 0.10
H 2.436 1.998 4.778 0.06
H 1.314 2.333 5.918 0.06
H 2.364 4.558 5.695 0.13
H 2.690 3.793 8.182 0.10
H 3.756 4.961 7.497 0.07
H 4.219 3.261 7.521 0.08
H 4.141 3.178 4.398 0.06
C 1.550 -1.919 4.938 -0.05
C 2.953 -2.418 4.660 -0.51
C 3.746 -1.275 4.081 -0.06
O 3.491 -3.015 5.824 -0.01
H 0.976 -1.648 4.068 0.06
H 1.537 -1.161 5.741 0.10
H 0.998 -2.739 5.313 0.06
H 2.887 -3.156 3.857 0.13
H 3.747 -0.336 4.666 0.08
H 3.350 -0.952 3.085 0.07
H 4.751 -1.623 3.924 0.07
H 4.431 -3.052 5.711 0.08
C -4.473 -1.437 2.654 -0.07
C -5.453 -0.333 2.682 -0.49
C -6.064 -0.056 4.045 -0.05
O -4.829 0.895 2.285 -0.06
H -3.887 -1.376 3.526 0.07
H -3.810 -1.401 1.772 0.08
H -4.964 -2.396 2.645 0.08
H -6.260 -0.622 1.979 0.14
H -6.833 0.761 4.003 0.10
H -5.354 0.185 4.812 0.05
H -6.558 -0.943 4.446 0.08
H -4.633 0.748 1.353 0.05
C -4.534 -2.425 -2.172 -0.05
C -4.998 -1.335 -1.220 -0.45
C -3.956 -0.296 -1.297 -0.19
O -4.426 0.821 -0.483 -0.25
C -3.927 2.025 -0.988 -0.10
N -6.216 -0.641 -1.645 0.05
H -3.768 -3.055 -1.674 0.07
H -4.223 -2.037 -3.155 0.08
H -5.396 -3.083 -2.360 0.08
H -5.093 -1.698 -0.179 0.13
H -3.868 0.028 -2.356 0.13
H -2.941 -0.546 -0.921 0.12
H -2.807 1.977 -0.987 0.09
H -4.249 2.840 -0.320 0.09
H -4.258 2.275 -2.003 0.10
H -6.367 0.148 -0.975 0.09
H -7.041 -1.202 -1.712 0.06
C -0.089 0.713 -0.060 -0.03
C 0.386 -0.231 1.058 -0.41
C 1.408 -1.205 0.610 -0.25
O 0.959 -2.137 -0.312 -0.22
C 2.028 -3.056 -0.722 -0.05
N 1.008 0.590 2.145 0.09
H -0.608 1.639 0.238 0.08
H -0.645 0.125 -0.757 0.05
H 0.859 1.018 -0.561 0.08
H -0.494 -0.749 1.416 0.13
H 1.820 -1.729 1.515 0.12
H 2.302 -0.606 0.240 0.14
H 2.766 -2.535 -1.324 0.09
H 1.688 -3.845 -1.396 0.07
H 2.520 -3.473 0.131 0.08
H 1.129 0.013 2.953 0.03
H 0.304 1.308 2.306 0.07
C 3.761 -3.050 -5.981 -0.06
C 3.099 -1.836 -5.391 -0.40
C 4.146 -0.916 -4.744 -0.17
O 3.518 -0.195 -3.702 -0.22
C 4.335 0.489 -2.809 -0.11
N 2.273 -1.227 -6.474 0.05
H 3.057 -3.529 -6.630 0.07
H 4.057 -3.804 -5.290 0.07
H 4.554 -2.728 -6.610 0.07
H 2.474 -2.096 -4.544 0.12
H 4.632 -0.253 -5.459 0.13
H 4.828 -1.635 -4.317 0.12
H 3.719 0.842 -1.988 0.07
H 4.704 1.466 -3.340 0.12
H 5.151 -0.133 -2.512 0.08
H 2.964 -1.068 -7.202 0.08
H 2.087 -0.225 -6.296 0.06
```

Results
Charge   0
Multiplicity   1
HOMO-LUMO gap   9.7 eV
Relative energy (zero: lowest compared OMol25 entry of this formula, charge and spin)   53.7 kcal per mole

---

No. 2
Entry from OMol25: a 12-piece molecular cluster, C42H114N18O18 overall in a non-equilibrium geometry (the ωB97M-V functional and the def2-TZVPD basis).

XYZ file:
```
192
Properties=species:S:1:pos:R:3:lowdin_charge:R:1
C 20.076 14.378 -8.194 -0.11
O 20.539 14.309 -6.855 -0.21
C 21.561 13.350 -6.667 -0.20
C 20.812 12.011 -6.318 -0.18
N 20.036 12.070 -5.050 -0.05
C 18.648 12.477 -5.315 -0.21
C 17.875 12.616 -3.952 -0.22
O 18.376 13.750 -3.318 -0.19
C 18.122 13.978 -1.966 -0.13
H 19.580 13.467 -8.528 0.09
H 20.868 14.687 -8.876 0.08
H 19.385 15.218 -8.264 0.09
H 22.158 13.662 -5.810 0.12
H 22.249 13.206 -7.500 0.11
H 21.531 11.193 -6.280 0.10
H 20.156 11.680 -7.124 0.10
H 20.240 12.892 -4.500 0.09
H 18.170 11.631 -5.808 0.11
H 18.540 13.425 -5.842 0.11
H 18.111 11.699 -3.412 0.12
H 16.792 12.724 -4.016 0.12
H 18.487 13.243 -1.249 0.08
H 17.059 14.048 -1.738 0.08
H 18.653 14.852 -1.589 0.09
C 13.400 19.282 -5.748 -0.12
O 14.065 20.440 -6.272 -0.16
C 15.358 20.050 -6.742 -0.22
C 16.361 19.582 -5.660 -0.20
N 16.841 20.748 -4.859 -0.05
C 17.572 20.281 -3.667 -0.22
C 17.950 21.417 -2.711 -0.25
O 16.803 22.089 -2.212 -0.18
C 17.263 23.290 -1.553 -0.09
H 13.773 19.085 -4.743 0.07
H 13.496 18.300 -6.212 0.09
H 12.321 19.381 -5.632 0.08
H 15.745 20.865 -7.353 0.12
H 15.300 19.231 -7.459 0.11
H 17.231 19.082 -6.085 0.12
H 15.885 18.807 -5.059 0.10
H 16.010 21.197 -4.501 0.10
H 18.402 19.692 -4.058 0.12
H 17.012 19.595 -3.032 0.11
H 18.573 22.048 -3.344 0.11
H 18.586 21.151 -1.866 0.12
H 17.775 23.993 -2.209 0.09
H 17.914 23.000 -0.727 0.08
H 16.378 23.702 -1.068 0.09
C 10.516 17.180 -24.485 -0.10
O 9.734 17.996 -25.353 -0.21
C 8.709 17.283 -26.017 -0.20
C 8.225 18.276 -27.126 -0.19
N 7.532 17.663 -28.248 -0.07
C 7.308 18.628 -29.296 -0.24
C 6.574 18.066 -30.500 -0.17
O 5.177 17.677 -30.314 -0.18
C 4.862 16.408 -29.916 -0.17
H 11.155 16.539 -25.093 0.08
H 9.821 16.674 -23.816 0.09
H 11.241 17.722 -23.878 0.08
H 7.994 16.946 -25.267 0.12
H 9.116 16.370 -26.451 0.11
H 9.040 18.905 -27.484 0.12
H 7.498 18.936 -26.653 0.12
H 8.089 16.908 -28.621 0.11
H 8.195 19.100 -29.718 0.11
H 6.822 19.505 -28.869 0.12
H 7.090 17.195 -30.904 0.12
H 6.606 18.775 -31.326 0.12
H 5.095 15.727 -30.735 0.08
H 3.789 16.311 -29.752 0.09
H 5.354 15.906 -29.083 0.08
C 19.299 9.015 -17.103 -0.09
O 17.907 8.584 -17.017 -0.19
C 17.633 7.406 -17.786 -0.19
C 17.387 7.702 -19.325 -0.17
N 15.956 7.756 -19.753 -0.09
C 15.831 7.984 -21.178 -0.23
C 14.345 8.064 -21.589 -0.18
O 13.664 6.795 -21.558 -0.19
C 14.228 5.844 -22.383 -0.15
H 19.375 10.092 -16.952 0.08
H 19.653 8.898 -18.128 0.07
H 20.039 8.502 -16.489 0.08
H 16.712 6.978 -17.392 0.11
H 18.330 6.586 -17.615 0.11
H 17.734 6.844 -19.901 0.10
H 17.979 8.540 -19.692 0.11
H 15.462 6.907 -19.520 0.10
H 16.364 7.165 -21.660 0.10
H 16.502 8.812 -21.409 0.12
H 14.241 8.491 -22.587 0.11
H 13.814 8.832 -21.026 0.11
H 14.511 6.286 -23.339 0.09
H 13.483 5.127 -22.729 0.09
H 15.043 5.374 -21.833 0.09
C 22.181 12.876 -24.974 -0.12
O 22.189 13.190 -23.599 -0.19
C 21.469 14.404 -23.331 -0.20
C 22.377 15.635 -23.222 -0.23
N 23.124 15.964 -24.391 -0.10
C 23.895 17.170 -24.523 -0.19
C 24.571 17.280 -25.961 -0.17
O 23.564 17.462 -27.008 -0.22
C 24.142 18.022 -28.195 -0.11
H 21.165 12.761 -25.353 0.08
H 22.660 11.898 -25.032 0.09
H 22.650 13.676 -25.546 0.07
H 20.924 14.297 -22.393 0.12
H 20.755 14.606 -24.129 0.11
H 23.078 15.521 -22.395 0.12
H 21.645 16.432 -23.090 0.12
H 22.388 16.007 -25.081 0.10
H 24.556 17.179 -23.656 0.12
H 23.238 18.040 -24.525 0.11
H 25.111 16.346 -26.117 0.11
H 25.159 18.190 -26.081 0.11
H 24.405 19.058 -27.977 0.08
H 23.387 18.060 -28.980 0.08
H 25.001 17.452 -28.549 0.09
C 19.115 31.027 -16.899 -0.10
O 18.226 29.924 -16.776 -0.21
C 17.717 29.670 -15.479 -0.24
C 17.007 28.392 -15.723 -0.22
N 17.905 27.259 -16.043 -0.04
C 17.069 26.208 -16.612 -0.22
C 17.922 25.104 -17.240 -0.29
O 18.413 25.423 -18.486 -0.17
C 18.930 24.266 -19.192 -0.08
H 19.218 31.421 -17.910 0.08
H 20.149 30.855 -16.599 0.08
H 18.694 31.803 -16.260 0.08
H 17.050 30.445 -15.099 0.12
H 18.622 29.518 -14.891 0.13
H 16.354 28.593 -16.573 0.13
H 16.532 28.163 -14.769 0.12
H 18.313 26.916 -15.185 0.11
H 16.443 26.540 -17.440 0.12
H 16.417 25.721 -15.887 0.11
H 17.281 24.223 -17.236 0.11
H 18.713 24.795 -16.556 0.12
H 18.701 24.383 -20.251 0.08
H 18.393 23.348 -18.954 0.08
H 20.015 24.251 -19.087 0.08
N 10.887 19.750 -17.021 0.15
C 11.182 20.707 -16.182 -0.79
N 10.458 21.808 -16.429 0.15
O 12.046 20.561 -15.380 0.06
H 11.202 18.803 -16.863 0.13
H 10.381 20.102 -17.821 0.10
H 9.930 21.864 -17.287 0.10
H 10.677 22.694 -15.996 0.11
N 11.514 11.026 -17.665 0.16
C 12.114 12.176 -17.609 -0.80
N 13.345 12.138 -18.032 0.16
O 11.511 13.211 -17.359 0.01
H 10.506 11.063 -17.619 0.13
H 12.097 10.302 -18.060 0.11
H 13.942 12.951 -17.980 0.12
H 13.777 11.245 -18.218 0.10
N 19.224 17.213 -15.547 0.15
C 17.968 17.280 -15.678 -0.86
N 17.608 17.942 -14.640 0.15
O 17.301 16.817 -16.557 0.06
H 19.619 17.507 -14.665 0.12
H 19.675 16.649 -16.253 0.13
H 18.359 18.394 -14.139 0.11
H 16.661 18.290 -14.674 0.13
N 14.851 12.889 -11.915 0.15
C 14.055 13.517 -11.087 -0.86
N 13.280 14.256 -11.785 0.17
O 14.034 13.252 -9.947 0.08
H 15.427 12.152 -11.532 0.12
H 14.670 13.029 -12.899 0.10
H 13.372 14.490 -12.763 0.12
H 12.640 14.786 -11.210 0.12
N 19.667 23.306 -9.297 0.14
C 19.148 24.519 -9.394 -0.79
N 18.152 24.619 -8.587 0.17
O 19.551 25.300 -10.238 0.03
H 19.575 22.820 -8.417 0.10
H 20.292 22.943 -10.002 0.11
H 17.687 25.515 -8.588 0.12
H 17.845 23.917 -7.928 0.12
N 23.756 23.063 -14.253 0.15
C 23.837 21.776 -14.219 -0.80
N 24.692 21.426 -15.158 0.15
O 23.364 21.057 -13.385 0.05
H 23.996 23.573 -15.091 0.11
H 23.171 23.525 -13.571 0.13
H 24.942 20.481 -15.413 0.12
H 24.988 22.166 -15.778 0.10
```

Results
Charge   0
Structure (SMILES)   COCCNCCOC.COCCNCCOC.COCCNCCOC.COCCNCCOC.COCCNCCOC.COCCNCCOC.NC(N)=O.NC(N)=O.NC(N)=O.NC(N)=O.NC(N)=O.NC(N)=O
Multiplicity   1
HOMO-LUMO gap   8.8 eV
Relative energy (zero: lowest compared OMol25 entry of this formula, charge and spin)   262.6 kcal per mole